[1]
Below is a cluster of 2 separate species, C9H20S in total, with properties calculated with ωB97M-V with the def2-TZVPD basis set.

The calculation puts the LUMO energy at 0.882 eV. For the total energy, the calculation gives -20493.0388 eV. The value obtained for the HOMO energy is -0.312 Eh. The spin multiplicity is 1. The calculation puts the molar mass at 160.3 Da. As for the SMILES: C1CCSCC1.CCCC.

Last column: Löwdin charge in e.
Geometry (Å):
1 C 1.100 -1.854 -2.763  -0.2361
2 C 1.793 -2.429 -1.526  -0.2764
3 C 1.740 -1.472 -0.340  -0.5099
4 S 2.591 0.094 -0.671  0.8222
5 C 1.666 0.543 -2.164  -0.5095
6 C 1.724 -0.540 -3.236  -0.2768
7 H 0.034 -1.676 -2.523  0.1157
8 H 1.141 -2.596 -3.584  0.1128
9 H 2.852 -2.650 -1.762  0.1134
10 H 1.306 -3.381 -1.239  0.1117
11 H 2.242 -1.903 0.548  0.0754
12 H 0.690 -1.258 -0.062  0.0757
13 H 2.117 1.489 -2.523  0.0753
14 H 0.616 0.756 -1.885  0.0786
15 H 1.189 -0.181 -4.136  0.1117
16 H 2.781 -0.709 -3.518  0.1134
17 C -1.482 2.903 1.230  -0.1266
18 C -2.126 1.569 1.606  -0.3020
19 C -1.529 0.969 2.877  -0.3012
20 C -2.173 -0.365 3.253  -0.1286
21 H -1.932 3.312 0.310  0.0692
22 H -0.400 2.767 1.062  0.0714
23 H -1.622 3.634 2.045  0.0733
24 H -3.213 1.714 1.757  0.1100
25 H -1.993 0.849 0.776  0.1051
26 H -0.442 0.825 2.727  0.1095
27 H -1.661 1.689 3.708  0.1106
28 H -2.032 -1.095 2.439  0.0697
29 H -3.254 -0.229 3.421  0.0727
30 H -1.722 -0.774 4.173  0.0698


[2]
Below is a cluster of 2 separate species, C9H14 in total in a non-equilibrium geometry, with properties calculated with ωB97M-V with the def2-TZVPD basis set.

The calculation puts the LUMO energy at 0.935 eV. For the total energy, the calculation gives -9559.6409 eV. The value obtained for the HOMO energy is -0.334 Eh. The spin multiplicity is 1. The calculation puts the molar mass at 122.2 Da. As for the SMILES: Cc1ccccc1.CC.

Last column: Löwdin charge in e.
Geometry (Å):
1 C 1.700 1.158 0.929  -0.0640
2 C 1.014 -0.170 1.034  -0.2839
3 C -0.379 -0.289 0.919  -0.0489
4 C -0.962 -1.541 0.935  -0.1035
5 C -0.239 -2.702 1.117  -0.1036
6 C 1.143 -2.605 1.268  -0.0786
7 C 1.744 -1.334 1.219  -0.0598
8 H 1.866 1.451 -0.115  0.0818
9 H 2.670 1.369 1.391  0.0778
10 H 1.081 1.917 1.394  0.0699
11 H -0.976 0.607 0.810  0.1069
12 H -2.025 -1.731 0.806  0.1031
13 H -0.700 -3.671 1.248  0.0986
14 H 1.862 -3.413 1.243  0.0978
15 H 2.812 -1.211 1.357  0.1063
16 C -2.216 2.196 -2.950  -0.1656
17 C -1.134 3.304 -2.929  -0.1679
18 H -2.742 2.387 -2.020  0.0564
19 H -2.844 2.235 -3.843  0.0590
20 H -1.793 1.199 -3.012  0.0535
21 H -0.592 3.359 -3.873  0.0573
22 H -0.472 3.136 -2.080  0.0530
23 H -1.612 4.271 -2.816  0.0543